14
Properties=species:S:1:pos:R:3:forces:R:3:mulliken_charge:R:1 method="wB97M-V/def2-TZVPD" e_lumo_ev="-1.24 / -1.28" multiplicity=5 charge=0 homo_lumo_gap_ev="5.240 / 5.288"
O -0.16756 -1.18219 -0.45421 0.0 1.1 -0.8 -0.30
C 1.09397 -0.78986 -0.53466 2.4 -1.8 3.4 0.73
O 1.99049 -1.60067 -0.68457 -1.1 2.1 -0.6 -0.55
C -1.25607 -0.17218 -0.60970 0.0 0.0 -0.3 -0.52
H -1.75846 -0.49523 -1.53790 0.0 -0.1 0.2 0.27
C -2.22506 -0.37626 0.54076 -0.1 0.0 0.2 -1.03
H -2.57297 -1.42083 0.64508 0.1 0.3 0.0 0.27
H -1.79336 -0.06967 1.50719 -0.1 -0.1 -0.2 0.30
H -3.10733 0.26185 0.37094 0.1 -0.2 0.0 0.31
Nd -0.17325 2.11547 -0.85314 1.3 0.1 0.9 1.23
O 1.32722 0.54115 0.08382 -3.3 -2.4 -2.3 -0.39
C 2.52090 1.25794 0.40576 0.7 0.6 -0.3 -0.63
H 3.32237 0.98962 -0.30650 -0.3 0.1 0.3 0.17
H 2.79911 0.94088 1.42712 0.0 0.2 -0.5 0.15

---

87
Properties=species:S:1:pos:R:3:forces:R:3:mulliken_charge:R:1 method="wB97M-V/def2-TZVPD" e_lumo_ev="0.23 / 0.22" multiplicity=3 charge=0 homo_lumo_gap_ev="8.347 / 8.815"
C 2.28005 3.56546 1.16781 -0.5 0.2 -0.3 -0.86
C 1.47294 4.47913 2.05876 0.6 -0.2 0.3 -0.29
O 0.92046 5.57308 1.35719 -0.2 0.2 0.1 -0.41
C -0.05999 5.24845 0.41074 -0.3 0.1 -0.1 -0.79
C -1.41972 4.82664 1.00582 -0.1 0.1 0.0 -0.57
P -2.33946 3.67150 -0.10608 0.5 0.4 -0.8 -0.08
C -4.13312 4.10244 0.22420 0.3 -0.5 0.3 -0.21
Cl -4.83579 4.81191 -1.24841 -0.1 0.2 -0.2 -0.13
C -5.04270 3.02271 0.80241 -1.1 0.7 -0.4 -0.10
C -6.35950 3.63696 1.30347 0.6 -0.4 -0.2 -1.47
Cl -5.47020 1.81433 -0.45640 0.4 -0.3 0.2 -0.13
P -2.21246 1.58686 0.57813 -0.8 -1.1 0.4 0.45
O -1.75188 0.86940 -0.82276 0.4 0.8 0.2 -0.47
Br -0.39306 1.41410 1.87785 0.1 0.2 -0.1 -0.28
H 1.61901 3.05355 0.48047 0.0 -0.3 -0.2 0.15
H 2.83208 2.81793 1.72014 0.2 -0.1 0.2 0.25
H 2.95386 4.17378 0.57959 0.4 0.0 -0.1 0.42
H 2.13683 4.90013 2.80527 0.1 0.3 0.1 0.39
H 0.71257 3.93798 2.61170 -0.3 -0.2 0.0 0.16
H -0.23658 6.16565 -0.13624 0.1 0.2 -0.2 0.36
H 0.28359 4.52723 -0.32762 0.2 -0.3 0.0 0.42
H -2.03251 5.72098 1.03421 -0.3 0.2 0.1 0.36
H -1.34448 4.49741 2.03353 0.2 -0.3 0.2 0.51
H -4.12988 4.91230 0.93863 0.1 0.2 0.3 0.43
H -4.57683 2.50970 1.62985 0.4 -0.2 0.0 0.41
H -7.04042 3.72894 0.47199 -0.3 0.2 -0.1 0.39
H -6.78536 2.98751 2.05482 -0.3 -0.1 0.1 0.39
H -6.16053 4.60484 1.74221 -0.1 0.3 0.2 0.37
H -1.16936 1.47437 -1.31766 -0.2 -0.4 -0.2 0.37
C 6.18410 -1.32091 1.51410 0.2 0.1 0.0 -1.80
C 5.16761 -0.49866 0.67217 0.4 -0.9 1.0 2.24
C 4.67387 -1.30374 -0.53763 0.0 0.1 -0.4 -1.49
C 5.65629 -1.37722 -1.70354 0.0 0.0 0.1 -0.45
C 6.15076 0.01688 -2.07969 -0.4 -0.2 0.0 -1.25
C 6.75705 0.75683 -0.88898 1.3 -0.1 0.0 1.69
N 5.78164 0.79568 0.24405 -1.2 -0.1 -1.2 0.34
O 4.87753 1.68743 0.03016 0.1 0.3 0.4 -0.51
C 8.07714 0.07703 -0.48368 -0.1 -0.1 0.1 -1.88
C 7.12356 2.17983 -1.29020 -0.2 0.3 0.0 -1.91
C 3.96852 -0.23835 1.57995 -0.2 0.4 -0.1 -2.15
H 7.13253 -0.80585 1.63846 0.0 0.0 0.0 0.33
H 5.81238 -1.48628 2.52438 -0.2 0.0 0.0 0.50
H 6.38926 -2.29884 1.07610 0.0 0.0 0.0 0.34
H 3.74369 -0.85513 -0.90063 0.0 0.1 0.0 0.39
H 4.41794 -2.31021 -0.20230 0.0 0.0 0.1 0.40
H 6.49656 -2.03250 -1.45880 0.0 0.0 0.0 0.28
H 5.16210 -1.83287 -2.56370 0.0 0.0 0.0 0.40
H 6.89456 -0.04693 -2.87610 0.1 0.0 0.0 0.41
H 5.31338 0.59741 -2.47880 0.0 0.1 0.1 0.35
H 8.50639 0.55790 0.39634 0.0 0.0 0.0 0.39
H 8.79616 0.17081 -1.29727 -0.1 0.1 -0.1 0.42
H 7.97853 -0.98580 -0.27694 0.0 0.0 0.0 0.39
H 6.27594 2.72201 -1.70332 0.0 0.0 0.1 0.37
H 7.90309 2.14996 -2.05075 0.0 -0.1 0.0 0.43
H 7.50451 2.73962 -0.43497 0.0 0.0 0.0 0.44
H 4.24582 0.39567 2.42374 0.0 0.0 0.0 0.49
H 3.61015 -1.19004 1.97170 0.1 -0.1 0.0 0.48
H 3.13903 0.23382 1.05550 0.1 0.1 0.0 0.35
C -2.41831 -3.22452 -1.75363 0.0 -0.3 0.0 -1.87
C -3.88742 -2.77210 -1.51644 1.2 0.1 -0.5 2.05
C -3.99240 -1.87052 -0.28148 -0.3 0.0 0.5 -0.93
C -3.95807 -2.60873 1.05487 0.0 0.0 0.0 -0.57
C -4.96893 -3.75297 1.06737 0.0 0.4 0.0 -1.32
C -4.76474 -4.71393 -0.10221 0.6 -1.0 0.4 1.71
N -4.78230 -3.96234 -1.39306 -1.2 1.1 0.6 0.52
O -5.99338 -3.67741 -1.73972 0.2 -0.4 -0.3 -0.62
C -3.44490 -5.48125 0.09417 0.1 0.1 -0.1 -1.91
C -5.86491 -5.76721 -0.11390 -0.3 0.1 -0.2 -1.84
C -4.27921 -1.93839 -2.73082 -0.4 0.0 -0.1 -1.97
H -2.31776 -4.30600 -1.79313 -0.1 0.0 0.0 0.34
H -2.04893 -2.86605 -2.71355 -0.1 0.2 0.0 0.52
H -1.74176 -2.85178 -0.98271 0.0 0.0 0.0 0.35
H -4.92774 -1.30452 -0.33055 -0.1 -0.1 -0.1 0.45
H -3.19106 -1.13410 -0.31837 0.0 0.0 -0.1 -0.16
H -2.95102 -2.98063 1.26442 0.0 0.0 0.0 0.22
H -4.19080 -1.90703 1.85878 0.0 0.0 0.0 0.46
H -4.90045 -4.31078 2.00372 0.0 -0.1 0.0 0.44
H -5.98021 -3.33716 1.02319 0.0 0.0 -0.1 0.36
H -3.24985 -6.13972 -0.75350 0.0 0.0 0.0 0.38
H -3.51720 -6.10186 0.98740 -0.1 0.0 0.0 0.43
H -2.57955 -4.83750 0.23159 0.0 0.0 0.0 0.39
H -6.85790 -5.32382 -0.13630 0.0 0.0 -0.1 0.38
H -5.79103 -6.37529 0.78732 0.1 0.0 0.0 0.41
H -5.76433 -6.42587 -0.97770 0.0 0.0 0.0 0.44
H -4.29960 -2.54629 -3.63659 0.0 0.0 0.0 0.48
H -3.54081 -1.14727 -2.86049 0.1 0.0 0.1 0.42
H -5.25316 -1.46773 -2.61165 0.0 -0.1 0.0 0.37

---

23
Properties=species:S:1:pos:R:3:forces:R:3:mulliken_charge:R:1 method="wB97M-V/def2-TZVPD" e_lumo_ev=-2.70 multiplicity=1 charge=+1 homo_lumo_gap_ev=10.853
N 1.72706 0.54220 3.47906 0.2 0.2 -0.1 -0.46
C 1.63534 0.85815 2.14803 0.4 0.1 0.2 0.57
N 1.05119 2.08239 1.86840 -0.2 0.0 0.1 -0.49
N 2.00154 0.10222 1.17131 -0.5 0.1 0.0 -0.73
H 2.35953 -0.21108 3.70118 -0.2 -0.2 0.0 0.26
H 1.86039 1.32573 4.10121 -0.1 0.0 0.0 0.24
H 0.71631 2.59802 2.66593 0.0 0.1 0.0 0.21
H 1.52497 2.66467 1.19744 0.1 -0.1 -0.1 0.26
H 2.36179 -0.78660 1.49625 0.2 0.0 -0.1 0.14
C -0.58198 -0.72420 -0.99532 0.2 -0.3 0.0 -0.69
C -1.60199 -0.58318 -2.10156 -0.3 0.4 0.0 -0.28
C -2.41438 -1.85287 -2.30695 0.3 0.0 -0.3 -1.33
N 0.22739 0.51880 -0.83206 -0.2 0.4 0.0 -0.27
H -1.03031 -0.95680 -0.03044 -0.1 0.1 0.0 0.34
H 0.12303 -1.52785 -1.21460 0.0 0.0 0.0 0.36
H -1.10271 -0.28721 -3.02776 0.1 -0.2 -0.1 0.35
H -2.27336 0.25267 -1.88584 -0.1 0.0 0.2 0.35
H -1.75552 -2.65795 -2.63393 -0.1 -0.1 0.1 0.34
H -2.94266 -2.15101 -1.40827 0.0 -0.1 0.2 0.35
H -3.15642 -1.70254 -3.08415 -0.1 0.0 -0.1 0.37
H 0.55847 0.83634 -1.74532 0.1 -0.1 0.2 0.35
H -0.32620 1.28263 -0.43522 -0.1 -0.2 -0.1 0.42
H 1.03850 0.37747 -0.12738 0.2 -0.3 0.0 0.34

---

74
Properties=species:S:1:pos:R:3:forces:R:3:mulliken_charge:R:1 method="wB97M-V/def2-TZVPD" e_lumo_ev="-1.93 / -1.99" multiplicity=4 charge=+1 homo_lumo_gap_ev="7.985 / 8.618"
V 1.12702 0.51199 1.17135 0.2 -0.2 -0.5 -0.61
C -4.23361 -3.36615 -1.08010 0.0 -0.1 0.0 -1.46
C -4.38056 -1.97413 -1.61646 0.0 0.1 -0.1 0.62
C -5.45109 -1.62644 -2.43155 0.0 0.0 0.0 -0.70
C -5.59328 -0.34394 -2.93509 0.1 0.0 0.1 -0.75
C -4.66499 0.63128 -2.60596 0.0 0.0 0.0 -0.86
C -3.59914 0.32092 -1.77807 -0.1 0.0 -0.1 -0.03
C -3.45602 -0.97588 -1.30515 0.2 -0.2 0.1 0.17
N -2.37462 -1.32361 -0.44282 0.1 0.1 0.1 0.21
C -1.12277 -0.78517 -0.45182 0.3 0.1 -0.1 -0.57
N -0.63583 -0.32705 -1.61845 -0.1 0.1 0.1 0.40
C 0.43298 0.62060 -1.87129 -0.5 -0.5 0.0 0.45
C 1.19839 1.17622 -0.84230 -0.1 0.0 -0.2 -0.15
C 2.16985 2.08705 -1.29603 0.1 0.0 0.5 0.02
C 2.36960 2.40903 -2.62238 -0.1 0.0 -0.2 -1.16
C 1.57962 1.80920 -3.59498 0.0 0.0 0.0 -0.85
C 0.59620 0.90157 -3.24155 0.2 0.1 0.2 0.95
C -0.24464 0.25680 -4.30646 -0.1 -0.1 -0.1 -1.63
N -0.36803 -0.78870 0.62556 -0.1 0.0 0.4 0.66
C -0.94916 -0.93373 1.93139 0.1 -0.2 -0.5 -0.52
C -1.79504 0.06374 2.41550 -0.1 0.1 0.2 0.33
C -2.28151 -0.00491 3.71056 0.0 0.0 0.0 -0.94
C -1.91082 -1.06778 4.52310 0.0 0.1 0.0 -0.79
C -1.06814 -2.05329 4.03718 0.1 0.0 -0.1 -1.00
C -0.56987 -2.01497 2.73566 -0.2 0.1 0.2 0.98
C 0.30700 -3.11443 2.21883 0.2 0.0 -0.1 -1.18
H -4.93032 -4.04133 -1.57047 0.0 0.0 0.0 0.42
H -4.44108 -3.41744 -0.00944 0.0 0.0 0.1 0.33
H -3.22381 -3.74646 -1.23327 0.0 0.0 0.0 0.26
H -6.17703 -2.38781 -2.68343 0.0 0.0 0.0 0.39
H -6.42904 -0.10826 -3.57518 -0.1 0.0 -0.1 0.41
H -4.77708 1.63862 -2.97907 0.0 0.1 0.0 0.43
H -2.89197 1.08904 -1.49598 0.0 0.0 0.0 0.54
H -2.61368 -1.80160 0.41518 0.0 0.0 -0.1 0.51
H -1.24246 -0.50286 -2.40514 0.0 0.0 0.0 0.22
H 2.81890 2.55493 -0.55573 0.0 0.0 0.0 0.49
H 3.12986 3.12109 -2.90803 0.1 0.1 0.0 0.43
H 1.71851 2.04459 -4.64154 0.0 0.0 0.0 0.38
H 0.05961 0.59598 -5.29422 0.0 0.0 0.0 0.41
H -1.30816 0.49370 -4.21166 0.0 0.0 0.0 0.35
H -0.15355 -0.83268 -4.30116 0.0 0.0 0.0 0.35
H -2.07108 0.89114 1.76850 0.0 0.0 0.0 0.55
H -2.93724 0.76940 4.08423 0.0 0.0 0.0 0.48
H -2.27676 -1.13209 5.53712 0.0 0.0 0.1 0.46
H -0.78513 -2.88040 4.67425 0.0 0.0 0.1 0.45
H 0.49431 -3.85417 2.99391 0.0 0.0 0.0 0.52
H 1.27901 -2.73377 1.88860 0.0 0.0 0.1 0.22
H -0.16096 -3.63358 1.37819 0.0 0.0 0.0 0.27
C 0.64182 2.83107 4.40612 0.0 0.0 0.0 -1.29
Sb 1.93313 2.64115 2.72074 -0.2 0.1 0.2 0.73
C 3.77081 2.87868 3.73013 0.2 0.0 0.0 -1.27
C 1.69309 4.59247 1.94281 0.0 0.1 -0.1 -1.32
H 0.93241 3.68403 5.01406 0.0 0.1 0.0 0.41
H 0.68382 1.92690 5.00990 0.0 0.0 0.0 0.38
H -0.38180 2.96984 4.06166 0.0 0.0 0.0 0.36
H 3.69602 3.73970 4.39003 0.0 0.0 0.0 0.40
H 4.57616 3.03793 3.01707 0.0 0.0 0.0 0.38
H 3.99580 1.99067 4.31562 0.0 0.0 0.0 0.38
H 1.84137 5.31736 2.73894 0.0 0.1 0.0 0.42
H 0.69124 4.69894 1.53354 0.0 0.0 0.0 0.39
H 2.41247 4.77141 1.14806 0.0 0.0 0.0 0.38
C 4.96835 -0.20962 -1.52423 -0.1 0.0 0.1 -0.77
N 3.83912 -1.12701 -1.45876 -0.1 -0.1 0.0 0.32
C 3.32468 -1.85137 -2.51566 -0.2 -0.1 0.1 -0.15
C 2.24777 -2.52554 -2.05527 0.1 0.1 -0.1 -0.79
N 2.12600 -2.20563 -0.72198 0.2 0.0 0.1 0.26
C 3.09729 -1.34819 -0.36336 0.0 0.4 0.4 -0.06
S 3.33528 -0.60745 1.17727 -0.1 -0.2 -0.1 -0.39
H 5.23050 -0.08277 -2.57135 0.0 0.0 0.0 0.31
H 5.81027 -0.61994 -0.96952 0.0 0.1 0.0 0.30
H 4.66287 0.74603 -1.09510 0.1 -0.1 -0.1 0.28
H 3.76649 -1.81309 -3.49153 0.0 0.0 -0.1 0.49
H 1.56643 -3.18842 -2.54963 0.0 -0.1 -0.1 0.49
H 1.37618 -2.46141 -0.09384 0.1 0.0 -0.1 -0.12